Formula: C31H56Cl2N3O5P2
Source: OMol25
Level of theory: ωB97M-V/def2-TZVPD

```
! wB97M-V def2-TZVPD RIJCOSX def2/J DEFGRID3
* xyz -1 3
C -0.07 0.14 1.14
P -0.81 -1.44 0.30
C 0.92 -2.20 -0.05
C 0.90 -3.51 -0.97
C 1.38 -3.29 -2.44
N 2.61 -2.67 -2.82
O 0.65 -3.70 -3.33
C -1.00 -0.62 -1.41
C 0.22 -0.10 -2.19
O 0.32 -0.42 -3.35
Cl 1.54 1.04 -1.64
C -2.58 -0.69 0.77
C -3.76 -1.27 -0.06
C -4.18 -2.68 0.02
C -5.33 -3.21 -0.73
C -6.09 -2.29 -1.56
C -5.69 -0.87 -1.68
C -4.53 -0.34 -0.94
P -0.88 -2.46 2.30
O -0.52 -4.15 2.13
Cl 0.63 -1.70 3.63
H 1.03 0.06 1.31
H -0.64 0.40 2.08
H -0.31 0.99 0.44
H -1.52 -2.62 -0.23
H 1.73 -1.47 -0.32
H 1.26 -2.61 0.95
H 1.64 -4.25 -0.52
H -0.08 -4.04 -0.97
H 3.17 -2.57 -1.96
H 3.10 -3.28 -3.49
H -1.54 -1.34 -2.08
H -1.71 0.25 -1.31
H -2.79 -0.96 1.85
H -2.59 0.43 0.74
H -3.60 -3.36 0.68
H -5.63 -4.28 -0.65
H -6.99 -2.63 -2.12
H -6.32 -0.21 -2.32
H -4.28 0.74 -1.04
H 0.38 -4.26 2.48
C -2.38 4.58 -6.16
C -2.40 3.43 -5.12
C -1.41 2.33 -5.53
C -1.90 1.47 -6.70
C -3.30 0.93 -6.42
C -4.30 2.02 -6.03
N -3.79 2.92 -4.96
O -3.83 2.25 -3.81
C -4.67 2.85 -7.29
C -5.63 1.35 -5.64
C -1.86 4.08 -3.84
H -1.72 5.40 -5.86
H -2.03 4.26 -7.14
H -3.37 5.03 -6.28
H -1.22 1.67 -4.68
H -0.44 2.77 -5.80
H -1.89 2.05 -7.63
H -1.21 0.64 -6.85
H -3.66 0.39 -7.29
H -3.22 0.19 -5.61
H -5.32 3.69 -7.03
H -5.21 2.23 -8.01
H -3.80 3.24 -7.82
H -5.51 0.63 -4.82
H -6.05 0.80 -6.48
H -6.37 2.10 -5.33
H -2.53 4.88 -3.48
H -0.88 4.53 -4.01
H -1.73 3.36 -3.03
C 6.85 -0.21 7.45
C 5.58 0.67 7.28
C 4.46 0.15 8.19
C 3.81 -1.14 7.68
C 3.37 -0.99 6.22
C 4.50 -0.50 5.30
N 5.19 0.71 5.84
O 4.39 1.76 5.67
C 5.51 -1.64 5.08
C 3.91 -0.25 3.90
C 6.02 2.05 7.81
H 7.56 0.22 8.17
H 6.62 -1.21 7.82
H 7.41 -0.31 6.52
H 3.67 0.91 8.28
H 4.84 -0.02 9.20
H 4.50 -1.98 7.78
H 2.94 -1.38 8.30
H 2.98 -1.94 5.86
H 2.52 -0.29 6.19
H 6.37 -1.30 4.50
H 5.05 -2.46 4.53
H 5.88 -2.08 6.01
H 3.09 0.47 3.91
H 3.51 -1.17 3.48
H 4.68 0.12 3.21
H 6.82 2.48 7.20
H 6.38 1.97 8.84
H 5.19 2.77 7.84
*
```

Values from the calculation:
DFT total energy: -91381.0001 eV
⟨S²⟩: 2.009
Max |F|: 3.6 eV Å⁻¹